No. 1
Here is a structure of composition C28H20BrINO2SiSr in a non-equilibrium geometry from OMol25. Energies are from wB97M-V/def2-TZVPD.

Charge: -1
Energy above the lowest of the compared OMol25 structures with the same formula, charge and spin in kcal per mole: 60.4

Cartesian coordinates (Å):
Sr1 -0.02559 -0.73143 0.22505
I1 3.26376 -1.11847 1.61313
C1 1.32519 -2.83679 1.17838
C2 1.98634 -4.21588 1.00767
C3 1.03727 -5.34893 1.23113
C4 -0.00091 -5.55210 0.42666
C5 -0.54636 -4.67953 -0.62496
C6 -1.72308 -5.13904 -1.22013
C7 -2.48546 -4.32086 -2.03738
C8 -2.13204 -2.98760 -2.18005
C9 -0.94928 -2.45359 -1.64900
C10 -0.13314 -3.36535 -0.96562
H1 2.93708 -4.35392 1.52138
H2 1.24896 -6.04331 2.03402
H3 -0.60083 -6.43876 0.61015
H4 -2.06003 -6.14623 -0.99858
H5 -3.38553 -4.71062 -2.50137
H6 -2.81476 -2.33371 -2.71813
Br1 1.70335 1.83209 -2.77912
C11 2.21834 0.00675 -2.67981
C12 3.13238 -0.50791 -3.57846
C13 3.45860 -1.84517 -3.43451
C14 2.87451 -2.60036 -2.43318
C15 1.94697 -1.99453 -1.58829
N1 1.65183 -0.70472 -1.73638
C16 1.28784 -2.91434 -0.54570
O1 2.18423 -4.01105 -0.38426
O2 0.41439 -2.52736 1.92966
H7 3.56354 0.11532 -4.34708
H8 4.17392 -2.29985 -4.10810
H9 3.12304 -3.63968 -2.29828
C17 -5.29685 1.97917 3.73671
C18 -5.08102 1.00175 2.77519
C19 -3.92791 1.02965 2.00245
C20 -2.96570 2.03350 2.14588
C21 -3.20951 3.00599 3.11974
C22 -4.35265 2.98152 3.90852
Si1 -1.39546 2.05180 1.03578
C23 -2.04567 2.93109 -0.54721
C24 -2.60657 2.17934 -1.58439
C25 -3.08462 2.77258 -2.74563
C26 -2.99637 4.14745 -2.91005
C27 -2.43237 4.91723 -1.90151
C28 -1.96999 4.31377 -0.73941
H10 -6.19060 1.95805 4.34871
H11 -5.80768 0.21026 2.63203
H12 -3.77515 0.24604 1.26506
H13 -2.48640 3.80160 3.26094
H14 -4.50888 3.75007 4.65719
H15 -0.65773 3.19409 1.68180
H16 -2.66527 1.09787 -1.49083
H17 -3.51383 2.15745 -3.52809
H18 -3.35837 4.61504 -3.81790
H19 -2.35530 5.99225 -2.02003
H20 -1.53782 4.93067 0.04092

=====

No. 2
Here is an isolated molecule of C5H9NS2 in a non-equilibrium geometry from OMol25. Energies are from wB97M-V/def2-TZVPD.

Charge: 0
Energy above the lowest of the compared OMol25 structures with the same formula, charge and spin in kcal per mole: 24.9
SMILES: CC(=S)N1CC(S)C1

Cartesian coordinates (Å):
C1 -2.19274 0.33037 -1.09482
C2 -1.65748 0.39791 0.31886
S1 -2.43961 0.80695 1.65261
N1 -0.37932 -0.00578 0.36741
C3 0.54837 0.01095 1.47578
C4 1.70393 -0.42401 0.52921
S2 3.08490 0.69004 0.24369
C5 0.61295 -0.45696 -0.63239
H1 -1.42845 0.41995 -1.86646
H2 -2.70341 -0.60228 -1.27817
H3 -2.94820 1.12794 -1.24830
H4 0.24332 -0.69695 2.24826
H5 0.71403 0.98764 1.91473
H6 2.10552 -1.40052 0.72318
H7 3.50229 0.10390 -0.87046
H8 0.77802 0.20084 -1.46801
H9 0.45587 -1.49001 -1.01511

=====

No. 3
Here is an isolated molecule of C3H4N4O in a non-equilibrium geometry from OMol25. Energies are from wB97M-V/def2-TZVPD.

Charge: 0
Energy above the lowest of the compared OMol25 structures with the same formula, charge and spin in kcal per mole: 30.1
SMILES: O=CNc1ncn[nH]1

Cartesian coordinates (Å):
O1 2.13022 -1.12138 -0.18051
C1 2.05652 0.11445 0.05437
N1 0.97298 0.92441 0.07577
C2 -0.22394 0.28707 -0.08947
N2 -1.39890 1.00444 -0.12073
C3 -2.33643 -0.04741 0.00058
N3 -1.70039 -1.26744 0.04443
N4 -0.40608 -1.05288 -0.02057
H1 2.98012 0.73702 0.09982
H2 1.17306 1.95209 -0.00814
H3 -3.41896 0.26075 -0.23062
H4 0.17180 -1.79113 0.37506

=====

No. 4
Here is a cluster of 6 separate species, C50H60N10O13P in total in a non-equilibrium geometry from OMol25. Energies are from wB97M-V/def2-TZVPD.

Charge: +1

Cartesian coordinates (Å):
C1 -1.92654 -1.24378 0.40376
C2 -0.42461 -1.72353 -0.04490
C3 -0.56881 -2.49586 -1.48234
C4 -0.00332 -2.91783 1.05222
C5 0.74750 -0.60359 0.05753
C6 0.71894 0.62375 -1.00530
C7 1.93580 1.66826 -0.52007
C8 1.11586 0.22779 -2.56058
C9 -0.63947 1.53828 -1.02746
C10 -1.22588 2.08014 0.44030
C11 -2.56581 3.01402 0.59510
C12 -3.39283 3.49779 -0.73927
O1 -4.61947 4.35672 -0.65492
C13 -5.76569 3.49481 -0.24018
C14 -6.26972 2.45431 -1.40359
O2 -7.24125 3.01147 -2.35759
C15 -8.62098 2.59469 -2.06158
C16 -9.17976 1.36883 -3.02555
N1 -9.17496 0.11884 -2.17340
C17 -7.92439 -0.75514 -2.20787
N2 -8.18740 -1.95431 -1.32326
C18 -9.56593 -1.75157 -0.73760
N3 -10.18820 -2.58824 0.15384
P1 -9.57269 -4.12488 0.80352
N4 -9.72491 -3.93828 2.60666
O3 -7.86905 -4.35549 0.54937
N5 -10.11816 -0.44871 -1.33057
C19 -2.79712 2.98869 -2.19951
C20 -1.47056 2.01974 -2.36010
H1 -2.63487 -2.20340 0.43589
H2 -2.38216 -0.56614 -0.46308
H3 -1.98306 -0.65414 1.41265
H4 -1.12318 -1.86122 -2.29844
H5 -1.15489 -3.52165 -1.30368
H6 0.50473 -2.83453 -1.86997
H7 0.19561 -2.33031 2.07220
H8 0.94008 -3.52822 0.70744
H9 -0.96004 -3.56944 1.24612
H10 0.72874 -0.12662 1.14893
H11 1.80558 -1.14936 -0.00986
H12 1.94036 2.58399 -1.28267
H13 1.74466 2.04943 0.57941
H14 2.94312 1.08654 -0.66034
H15 0.11616 -0.18862 -3.06072
H16 1.43948 1.16431 -3.18996
H17 1.91676 -0.63090 -2.53548
H18 -0.63499 1.74505 1.41776
H19 -2.90962 3.36534 1.65666
H20 -5.43792 2.82402 0.68926
H21 -6.68605 4.13422 0.11310
H22 -6.76944 1.53107 -0.84057
H23 -5.39408 1.98369 -2.04718
H24 -8.81556 2.27549 -0.95234
H25 -9.33659 3.52222 -2.28589
H26 -10.24177 1.66888 -3.44481
H27 -8.45825 1.15358 -3.94787
H28 -6.92715 -0.53505 -2.81778
H29 -11.15264 -2.28398 0.48632
H30 -9.96322 -2.92166 2.81278
H31 -8.73547 -4.02423 2.98709
H32 -7.79806 -4.67942 -0.41643
H33 -11.07358 -0.06086 -1.13272
H34 -3.37569 3.36656 -3.15379
H35 -1.12282 1.69749 -3.43284
C21 -2.30748 -6.22988 -7.14237
C22 -1.48141 -6.75487 -6.14732
C23 -1.50597 -6.21449 -4.86017
C24 -2.36893 -5.14655 -4.57804
C25 -3.19370 -4.61255 -5.57706
C26 -3.15827 -5.15948 -6.86131
N6 -2.41791 -4.59076 -3.22040
O4 -1.65915 -5.07800 -2.36917
O5 -3.21766 -3.66947 -3.00209
H36 -2.28891 -6.65824 -8.14306
H37 -0.81995 -7.58819 -6.37448
H38 -0.85612 -6.63492 -4.09578
H39 -3.86458 -3.78062 -5.37318
H40 -3.79691 -4.75393 -7.64292
C27 2.34169 -6.47012 -1.02074
C28 3.62610 -7.00393 -1.13678
C29 4.36511 -6.80191 -2.30402
C30 3.80732 -6.05645 -3.35184
C31 2.51514 -5.52593 -3.24105
C32 1.78462 -5.73702 -2.06995
N7 4.58893 -5.81902 -4.57134
O6 5.72084 -6.32095 -4.63872
O7 4.07424 -5.12717 -5.46156
H41 1.77149 -6.62552 -0.10645
H42 4.05284 -7.57544 -0.31530
H43 5.36472 -7.22444 -2.37886
H44 2.06813 -4.94966 -4.04842
H45 0.78187 -5.32671 -1.97308
C33 8.54411 2.63323 1.12144
C34 8.21976 2.13714 -0.14222
C35 7.27525 1.11716 -0.27236
C36 6.65550 0.60211 0.87455
C37 6.98487 1.09296 2.14501
C38 7.93304 2.11118 2.26278
N8 5.64319 -0.45250 0.74228
O8 5.39323 -0.87347 -0.39702
O9 5.09369 -0.85844 1.77635
H46 9.27705 3.43247 1.21741
H47 8.70140 2.54810 -1.02692
H48 7.03341 0.74144 -1.26418
H49 6.51524 0.69896 3.04387
H50 8.19331 2.50104 3.24437
C39 11.63471 3.37524 8.06474
C40 10.24416 3.33814 8.17931
C41 9.44284 3.75094 7.11307
C42 10.04739 4.19681 5.92964
C43 11.44316 4.24236 5.81469
C44 12.23412 3.82964 6.88880
N9 9.21046 4.60802 4.79610
O10 7.97977 4.57129 4.94360
O11 9.78194 4.96419 3.75562
H51 12.25533 3.04703 8.89679
H52 9.78441 2.98413 9.09957
H53 8.36067 3.71591 7.21809
H54 11.92555 4.59083 4.90386
H55 13.31852 3.85838 6.80827
C45 -0.50748 5.42475 1.98830
C46 0.31859 4.89976 2.98335
C47 0.29403 5.44015 4.27051
C48 -0.56893 6.50808 4.55264
C49 -1.39370 7.04208 3.55362
C50 -1.35827 6.49515 2.26937
N10 -0.61791 7.06387 5.91028
O12 0.14085 6.57663 6.76151
O13 -1.41766 7.98516 6.12859
H56 -0.48891 4.99639 0.98762
H57 0.98005 4.06644 2.75620
H58 0.94388 5.01972 5.03489
H59 -2.06458 7.87401 3.75750
H60 -1.99691 6.90070 1.48776

=====

Results for Kohn-Sham gap: 6.730, 8.870, 9.732, 5.980 (in eV, following the order of the records).
Results for LUMO: 2.33, 0.58, 0.52, -3.88 (in eV, following the order of the records).